Below is a cluster of 12 separate species, C32H49FN13O4S in total, with properties calculated with the ωB97M-V functional and the def2-TZVPD basis.

CARTESIAN COORDINATES (ANGSTROEM)
C1 2.0489 -3.5860 0.5267
C2 0.5943 -3.1748 -0.0447
C3 0.3870 -4.0812 -1.3999
C4 -0.5150 -3.6772 1.0115
C5 -1.7954 -2.7102 1.1886
N1 -2.4026 -3.0575 2.5484
C6 -2.9161 -4.2793 2.5153
O1 -3.7689 -5.2095 2.5227
S1 -3.1002 -2.8813 -0.1331
O2 -2.9223 -1.8269 -1.2214
O3 -3.0430 -4.2252 -0.8279
F1 -4.6778 -2.6755 0.4697
C7 -1.3896 -1.1476 1.2723
C8 0.0421 -0.8197 0.6064
C9 -0.1221 0.6532 -0.1026
C10 1.1151 -0.6110 1.7929
N2 0.4651 -1.7516 -0.4862
O4 1.5784 -1.2975 -1.0335
H1 2.0015 -4.7347 0.7191
H2 2.2693 -3.1256 1.5731
H3 2.8902 -3.4144 -0.2312
H4 1.1900 -3.6879 -2.1474
H5 -0.6718 -4.0024 -1.8291
H6 0.7165 -5.1522 -1.1347
H7 -0.9255 -4.6908 0.6069
H8 -0.0742 -3.9045 2.0520
H9 -2.2084 -0.4430 0.8410
H10 -1.3098 -0.8650 2.3985
H11 -0.7794 1.3586 0.5352
H12 0.9331 1.0850 -0.2199
H13 -0.5402 0.5101 -1.1754
H14 2.2016 -0.5418 1.3869
H15 0.8958 0.4138 2.2738
H16 1.0982 -1.4860 2.5352
C11 0.3322 1.3166 -4.7361
C12 -0.1381 1.8546 -3.4114
N3 -0.5074 2.2787 -2.3603
H17 0.1023 0.2516 -4.8074
H18 -0.1678 1.8441 -5.5509
H19 1.4111 1.4551 -4.8312
C13 3.3058 0.9096 5.4330
C14 2.7411 -0.4218 5.0249
N4 2.2928 -1.4779 4.7012
H20 4.1114 0.7660 6.1558
H21 3.7007 1.4297 4.5577
H22 2.5243 1.5212 5.8881
C15 -0.6701 -5.2532 5.9245
C16 -0.0053 -4.5122 4.7988
N5 0.5216 -3.9242 3.9070
H23 0.0293 -5.3734 6.7539
H24 -1.5423 -4.6961 6.2716
H25 -0.9899 -6.2392 5.5822
C17 -3.7606 2.0739 -5.1573
C18 -2.7786 3.0099 -5.8050
N6 -1.9999 3.7519 -6.3186
H26 -4.6677 2.6166 -4.8855
H27 -4.0203 1.2707 -5.8493
H28 -3.3219 1.6400 -4.2564
C19 5.1342 3.7823 1.8834
C20 4.3232 2.5590 2.2074
N7 3.6800 1.5881 2.4646
H29 6.1751 3.5031 1.7114
H30 4.7409 4.2618 0.9848
H31 5.0877 4.4883 2.7124
C21 8.4859 4.9419 4.2435
C22 7.3493 5.6484 3.5607
N8 6.4471 6.2075 3.0191
H32 9.2526 5.6636 4.5320
H33 8.1225 4.4317 5.1366
H34 8.9260 4.2063 3.5675
C23 -7.3213 4.9300 -5.7369
C24 -7.2965 3.5712 -5.0952
N9 -7.2768 2.4932 -4.5863
H35 -7.0386 4.8495 -6.7874
H36 -8.3247 5.3542 -5.6701
H37 -6.6193 5.5939 -5.2286
C25 8.0023 1.6875 7.9930
C26 7.2258 2.3666 6.8999
N10 6.6097 2.9050 6.0334
H38 7.4271 0.8499 8.3917
H39 8.9492 1.3140 7.5987
H40 8.2060 2.3954 8.7985
C27 -7.0398 2.0245 -9.4393
C28 -7.9216 3.1499 -8.9757
N11 -8.6208 4.0418 -8.6082
H41 -6.8050 1.3672 -8.5999
H42 -7.5504 1.4470 -10.2121
H43 -6.1108 2.4253 -9.8490
C29 3.5816 0.9842 -1.2899
C30 3.9802 1.8770 -2.4318
N12 4.2963 2.5845 -3.3377
H44 4.4570 0.4546 -0.9089
H45 3.1486 1.5811 -0.4849
H46 2.8433 0.2543 -1.6287
C31 -6.8183 -4.3338 -1.0404
C32 -7.3894 -5.6608 -1.4560
N13 -7.8421 -6.7125 -1.7853
H47 -6.0173 -4.4824 -0.3150
H48 -6.4174 -3.8120 -1.9113
H49 -7.5987 -3.7201 -0.5865

Atoms 1-2, force components in eV/Å:
C -0.3 -0.6 0.8
C 0.0 -2.9 -1.2

Summary:
Charge: 0
Highest occupied orbital energy (alpha / beta) (eV): -8.93 / -9.77
LUMO (alpha / beta) (eV): -0.42 / -0.51
Molecular weight (g mol⁻¹): 730.896
E (eV): -75080.90329
Expectation value of S²: 0.754
2S+1: 2
Largest force on an atom (eV/Å): 8.28

Results of the Mulliken charge analysis, in e, for atoms 1 through 4: -1.25 0.95 -1.43 -0.70

=====

Below is a cluster of 2 separate species, CH3F2NS in total, with properties calculated with the ωB97M-V functional and the def2-TZVPD basis.

CARTESIAN COORDINATES (ANGSTROEM)
C1 -0.4627 -0.8979 -1.0411
N1 -0.2251 -0.4709 1.3695
F1 -0.3096 2.1049 0.6322
F2 1.8766 1.1107 0.7387
S1 0.3606 0.8758 1.5770
H1 0.3572 -1.6071 -0.9915
H2 -0.1568 0.0925 -1.1670
H3 -1.4404 -1.2079 -1.1177

Atoms 1-2, force components in eV/Å:
C 2.7 -0.1 3.0
N -0.1 0.5 -2.4

Summary:
Charge: 0
Highest occupied orbital energy (alpha / beta) (eV): -10.37 / -9.99
LUMO (alpha / beta) (eV): -1.73 / -2.47
Molecular weight (g mol⁻¹): 99.105
E (eV): -18841.48975
2S+1: 1
Energy above the lowest of the compared OMol25 structures with the same formula, charge and spin (kcal per mole): 68.80
Largest force on an atom (eV/Å): 4.06

Results of the Mulliken charge analysis, in e, for atoms 1 through 4: -0.47 -0.37 -0.28 -0.33

=====

Below is an isolated molecule of C5H7Cl2F, with properties calculated with the ωB97M-V functional and the def2-TZVPD basis.

CARTESIAN COORDINATES (ANGSTROEM)
C1 1.5233 2.0014 -0.3891
C2 1.5730 1.0817 0.9159
C3 0.2162 0.3517 1.1386
C4 -0.1335 -1.1595 0.3828
Cl1 1.3746 -1.6953 -0.3269
C5 -0.6956 0.1967 -0.1038
F1 -0.5565 0.7083 -1.2905
Cl2 -2.4546 0.0233 0.1367
H1 1.5878 1.4290 -1.2835
H2 2.5811 2.3134 -0.4724
H3 0.7018 2.8556 -0.5961
H4 1.8731 1.7374 1.7890
H5 2.5413 0.2935 0.6519
H6 -0.3040 0.4968 2.1161
H7 -0.5130 -1.9058 0.9751

Atoms 1-2, force components in eV/Å:
C 0.8 1.1 0.4
C 1.2 -0.7 -1.5

Summary:
Charge: 0
Highest occupied orbital energy (eV): -9.77
LUMO (eV): 0.79
Molecular weight (g mol⁻¹): 157.015
E (eV): -33057.64017
SMILES string: CC[C@@H]1[C@H](Cl)[C@@]1(F)Cl
2S+1: 1
Energy above the lowest of the compared OMol25 structures with the same formula, charge and spin (kcal per mole): 58.96
Largest force on an atom (eV/Å): 6.36

Results of the Mulliken charge analysis, in e, for atoms 1 through 4: -1.09 -0.51 -0.40 -0.51

=====

Below is an isolated molecule of C5H7NO, with properties calculated with the ωB97M-V functional and the def2-TZVPD basis.

CARTESIAN COORDINATES (ANGSTROEM)
O1 -0.6288 1.5878 1.5829
C1 -0.7130 1.1832 0.2588
C2 0.6340 0.7307 -0.3707
C3 1.0951 -0.3756 0.5225
C4 1.2158 -1.4011 -0.5284
N1 0.0259 -0.5422 -0.7662
C5 -1.2051 -0.2930 0.0181
H1 0.0471 0.9940 1.9619
H2 -1.2726 1.9378 -0.2999
H3 1.2120 1.2728 -1.1153
H4 -1.1909 -0.8545 0.9456
H5 1.8771 -1.3298 -1.3934
H6 1.0102 -2.4346 -0.2525
H7 -2.1069 -0.4754 -0.5634

Atoms 1-2, force components in eV/Å:
O 0.2 0.0 0.1
C -0.1 0.0 -0.2

Summary:
Charge: 0
Highest occupied orbital energy (eV): -8.07
LUMO (eV): 1.05
Molecular weight (g mol⁻¹): 97.117
E (eV): -8830.42555
2S+1: 1
Energy above the lowest of the compared OMol25 structures with the same formula, charge and spin (kcal per mole): 133.23
Largest force on an atom (eV/Å): 0.51

Results of the Mulliken charge analysis, in e, for atoms 1 through 4: -0.55 -0.39 0.25 -0.76

=====

Below is a structure of composition C6H9Br2, with properties calculated with the ωB97M-V functional and the def2-TZVPD basis.

CARTESIAN COORDINATES (ANGSTROEM)
Br1 0.8762 0.3964 -2.3329
Br2 3.5252 -0.1714 0.9336
C1 -1.0325 -1.0448 0.2342
C2 -1.5976 0.2791 -0.2890
C3 -0.8142 1.4217 0.2886
C4 0.5298 1.3521 0.2887
C5 1.1712 0.1855 -0.3616
C6 0.4856 -1.1246 0.0754
H1 -1.3006 -1.1403 1.2984
H2 -1.4808 -1.9044 -0.2840
H3 -1.5572 0.2353 -1.3866
H4 -2.6470 0.3705 -0.0095
H5 -1.3752 2.2971 0.6249
H6 1.2032 2.0919 0.7147
H7 2.3395 0.1043 -0.2079
H8 0.9209 -1.4319 1.0407
H9 0.7537 -1.9165 -0.6278

Atoms 1-2, force components in eV/Å:
Br 0.9 -0.2 0.2
Br 1.6 -0.2 1.1

Summary:
Charge: 0
Highest occupied orbital energy (alpha / beta) (eV): -9.54 / -9.63
LUMO (alpha / beta) (eV): 0.47 / -2.86
Molecular weight (g mol⁻¹): 240.946
E (eV): -146450.77581
Expectation value of S²: 0.755
2S+1: 2
Energy above the lowest of the compared OMol25 structures with the same formula, charge and spin (kcal per mole): 2.05
Largest force on an atom (eV/Å): 2.21

Results of the Mulliken charge analysis, in e, for atoms 1 through 4: -0.12 -0.24 -0.36 -0.96

=====

Below is a structure of composition C53H47LaN5O7P2Si, with properties calculated with the ωB97M-V functional and the def2-TZVPD basis.

CARTESIAN COORDINATES (ANGSTROEM)
La1 0.0188 0.3136 -0.0537
O1 0.2404 4.6871 -1.6337
C1 -0.0513 3.5681 -1.1981
N1 0.7173 2.4956 -0.9974
C2 2.1029 2.5405 -1.3010
C3 2.6555 3.4107 -2.2412
C4 4.0152 3.4094 -2.5142
C5 4.8511 2.5287 -1.8491
C6 4.3263 1.6547 -0.9071
C7 2.9600 1.6435 -0.6136
N2 2.3794 0.7988 0.3646
C8 3.1188 0.3058 1.3633
O2 4.3300 0.4160 1.5834
C9 2.3192 -0.4183 2.4437
C10 2.9398 -0.5698 3.6786
C11 2.2573 -1.1838 4.7099
C12 0.9651 -1.6299 4.4788
C13 0.4243 -1.4332 3.2244
N3 1.0751 -0.8520 2.2147
C14 -1.5116 3.3867 -0.7960
C15 -2.2781 4.5423 -0.6595
C16 -3.6224 4.4302 -0.3764
C17 -4.1723 3.1599 -0.2601
C18 -3.3345 2.0716 -0.3943
N4 -2.0249 2.1653 -0.6381
H1 2.0043 4.0885 -2.7670
H2 4.4129 4.0967 -3.2517
H3 5.9162 2.5199 -2.0499
H4 4.9739 0.9730 -0.3827
H5 3.9486 -0.1981 3.7789
H6 2.7178 -1.3016 5.6832
H7 0.3751 -2.1080 5.2484
H8 -0.5883 -1.7600 3.0236
H9 -1.7823 5.4914 -0.7967
H10 -4.2384 5.3134 -0.2605
H11 -5.2255 3.0115 -0.0634
H12 -3.7411 1.0732 -0.3026
O3 -3.6045 -2.3540 -1.7992
C19 -2.8700 -1.4685 -1.1149
O4 -1.9817 -0.8272 -1.6138
C20 -3.2658 -1.2991 0.3176
C21 -4.4717 -1.7182 0.8406
C22 -4.7530 -1.3740 2.1619
C23 -3.8405 -0.6225 2.8755
C24 -2.6518 -0.2357 2.2565
N5 -2.3689 -0.6007 1.0140
C25 -1.6412 0.7063 2.9430
O5 -1.7570 0.8335 4.1588
O6 -0.8408 1.2492 2.1332
H13 -3.2169 -2.3961 -2.6916
H14 -5.1642 -2.2841 0.2336
H15 -5.6904 -1.6772 2.6111
H16 -4.0103 -0.3047 3.8946
C26 -0.4727 -1.2799 -4.5514
Si1 1.0439 -0.7504 -3.5521
C27 2.4604 -1.8840 -4.0854
C28 1.5157 0.9286 -4.2376
O7 0.7648 -0.8134 -1.9730
H17 -0.2204 -1.4154 -5.6074
H18 -1.2584 -0.5214 -4.4839
H19 -0.8811 -2.2209 -4.1790
H20 2.5524 -1.8842 -5.1761
H21 2.3263 -2.9170 -3.7580
H22 3.4096 -1.5281 -3.6730
H23 1.5603 0.8817 -5.3305
H24 2.4924 1.2489 -3.8690
H25 0.7956 1.7031 -3.9592
C29 0.5832 -5.0809 -0.4986
P1 0.5206 -3.3875 0.3405
C30 -0.3057 -4.1691 1.8100
C31 0.2390 -4.9034 2.8606
C32 -0.5734 -5.4584 3.8411
C33 -1.9509 -5.3067 3.7905
C34 -2.5151 -4.6113 2.7305
C35 -1.6968 -4.0569 1.7589
C36 2.3286 -3.2190 0.6057
C37 2.9764 -2.6646 -0.5019
C38 4.3457 -2.4449 -0.4884
C39 5.0889 -2.7601 0.6373
C40 4.4520 -3.2864 1.7513
C41 3.0828 -3.5103 1.7404
P2 1.2750 -5.2530 -2.2022
C42 -0.2184 -5.2046 -3.2657
C43 0.0184 -5.2724 -4.6397
C44 -1.0273 -5.3511 -5.5455
C45 -2.3378 -5.3558 -5.0898
C46 -2.5890 -5.2682 -3.7281
C47 -1.5375 -5.1825 -2.8215
C48 1.5003 -7.0878 -2.1255
C49 0.6281 -8.0339 -2.6558
C50 0.8657 -9.3920 -2.4778
C51 1.9747 -9.8240 -1.7673
C52 2.8619 -8.8891 -1.2484
C53 2.6290 -7.5363 -1.4354
H26 -0.3958 -5.5608 -0.4457
H27 1.2519 -5.6678 0.1358
H28 1.3035 -5.0667 2.9315
H29 -0.1194 -6.0165 4.6508
H30 -2.5777 -5.7334 4.5630
H31 -3.5896 -4.4919 2.6624
H32 -2.1459 -3.5190 0.9324
H33 2.3897 -2.3492 -1.3570
H34 4.8189 -1.9909 -1.3497
H35 6.1509 -2.5539 0.6670
H36 5.0166 -3.4957 2.6516
H37 2.6181 -3.8546 2.6522
H38 1.0417 -5.2644 -4.9991
H39 -0.8211 -5.3978 -6.6070
H40 -3.1601 -5.4132 -5.7915
H41 -3.6105 -5.2884 -3.3650
H42 -1.7614 -5.1137 -1.7643
H43 -0.2441 -7.7164 -3.2135
H44 0.1731 -10.1136 -2.8936
H45 2.1507 -10.8821 -1.6201
H46 3.7383 -9.2152 -0.7025
H47 3.3336 -6.8096 -1.0429

Atoms 1-2, force components in eV/Å:
La -0.5 -0.3 -0.4
O 0.0 0.0 0.0

Summary:
Charge: -1
Highest occupied orbital energy (eV): -4.33
LUMO (eV): 1.54
Molecular weight (g mol⁻¹): 1094.927
E (eV): -104833.87294
2S+1: 1
Energy above the lowest of the compared OMol25 structures with the same formula, charge and spin (kcal per mole): 3.28
Largest force on an atom (eV/Å): 0.80

Results of the Mulliken charge analysis, in e, for atoms 1 through 4: 1.86 -0.81 0.38 0.75

=====

Below is a cluster of 2 separate species, C2H6O7 in total, with properties calculated with the ωB97M-V functional and the def2-TZVPD basis.

CARTESIAN COORDINATES (ANGSTROEM)
C1 -0.5279 0.4538 -0.3234
C2 -0.0882 -0.9849 -0.1322
O1 1.3322 1.0479 -0.5619
O2 1.7755 0.9660 0.8600
O3 -1.1214 0.7306 -1.5074
O4 -0.8032 1.2922 0.6944
O5 0.6506 -1.3544 0.9217
O6 -1.7028 -1.0598 0.2440
O7 0.1021 -1.7468 -1.2223
H1 2.7065 1.2124 0.7441
H2 -1.4512 1.6398 -1.4401
H3 -0.0882 1.1029 1.3720
H4 -0.3190 -1.3075 -1.9793
H5 1.2250 -0.5902 1.1790
H6 -1.6900 -1.4021 1.1514

Atoms 1-2, force components in eV/Å:
C 2.4 1.9 -0.6
C -3.7 0.1 0.2

Summary:
Charge: 0
Highest occupied orbital energy (eV): -9.35
LUMO (eV): 0.47
Molecular weight (g mol⁻¹): 142.063
E (eV): -16498.77900
2S+1: 1
Largest force on an atom (eV/Å): 3.68

Results of the Mulliken charge analysis, in e, for atoms 1 through 4: 0.25 0.93 -0.41 -0.53

=====

> Which of these has the highest largest force on an atom?

C32H49FN13O4S

=====

> Which value of 2S+1 does entry 2 give?

1